No. 1
# C4H9NO4S2

A 2-piece molecular cluster, C4H9NO4S2 overall (the ωB97M-V functional and the def2-TZVPD basis, the OMol25 dataset).

Last columns: bonded neighbours and bond lengths (Å).
CARTESIAN COORDINATES (ANGSTROEM)
1 C 1.587 1.507 -0.342  C2 1.526, C3 1.573, H12 1.039, H13 1.044
2 C 0.345 1.458 -1.228  C1 1.526, C4 1.550, H14 1.176, H15 1.033
3 C 0.999 0.421 0.633  C1 1.573, C4 1.595, H16 1.067, H17 1.053
4 C -0.244 0.317 -0.360  C2 1.550, C3 1.595, S10 1.794, H18 1.006
5 N -2.030 -2.039 3.393  S11 1.471, H19 0.991
6 O 1.195 -1.114 -1.903  S10 1.392
7 O -0.540 -2.341 -0.745  S10 1.425
8 O -1.163 0.363 3.240  S11 1.432
9 O -1.122 -0.751 -2.643  S10 1.671, H20 0.914
10 S -0.097 -1.148 -1.385  C4 1.794, O6 1.392, O7 1.425, O9 1.671
11 S -1.767 -0.712 3.969  N5 1.471, O8 1.432
12 H 2.507 1.107 -0.610  C1 1.039
13 H 1.892 2.334 0.218  C1 1.044
14 H -0.360 2.396 -1.314  C2 1.176
15 H 0.531 1.170 -2.202  C2 1.033
16 H 1.384 -0.574 0.640  C3 1.067
17 H 0.897 0.772 1.621  C3 1.053
18 H -1.187 0.322 -0.010  C4 1.006
19 H -1.973 -2.335 2.449  N5 0.991
20 H -0.854 -1.154 -3.419  O9 0.914

## Properties
Energy above the lowest of the compared OMol25 structures with the same formula, charge and spin, kJ/mol: 271.8
Charge: 0
HOMO, eV: -11.04
LUMO level, eV: -0.320
HOMO-LUMO gap, eV: 10.723
Calculated total energy, a.u.: -1309.795557

---

No. 2
# C4H9NO5

One molecule with the formula C4H9NO5 (the ωB97M-V functional and the def2-TZVPD basis, the OMol25 dataset).

Last columns: bonded neighbours and bond lengths (Å).
CARTESIAN COORDINATES (ANGSTROEM)
1 C 0.390 -2.062 0.624  C2 1.408, H11 1.087, H12 1.086, H13 1.330
2 C -0.816 -1.875 -0.079  C1 1.408, O3 1.176, N4 1.804
3 O -1.841 -2.401 -0.317  C2 1.176
4 N -0.976 -0.097 -0.342  C2 1.804, O5 1.421, C6 1.655, H14 1.022
5 O -0.973 0.242 -1.721  N4 1.421, H15 0.972
6 C -0.035 0.924 0.560  N4 1.655, O7 1.312, O8 1.413, C9 1.544
7 O 0.136 0.303 1.702  C6 1.312
8 O -0.813 2.098 0.663  C6 1.413, H16 0.968
9 C 1.210 1.310 -0.268  C6 1.544, O10 1.417, H17 1.090, H18 1.094
10 O 1.842 0.223 -0.920  C9 1.417, H19 0.965
11 H 1.266 -1.704 0.088  C1 1.087
12 H 0.475 -3.071 1.016  C1 1.086
13 H 0.335 -0.987 1.406  C1 1.330
14 H -1.928 0.030 0.007  N4 1.022
15 H -1.263 1.169 -1.755  O5 0.972
16 H -1.181 2.086 1.558  O8 0.968
17 H 1.922 1.722 0.446  C9 1.090
18 H 0.940 2.099 -0.976  C9 1.094
19 H 1.308 -0.009 -1.690  O10 0.965

## Properties
Energy above the lowest of the compared OMol25 structures with the same formula, charge and spin, kJ/mol: 402.3
Charge: 0
HOMO, eV: -9.31
LUMO level, eV: 0.318
SMILES string: CC(=O)[N@H+](O)[C@]([O-])(O)CO
HOMO-LUMO gap, eV: 9.625
Calculated total energy, a.u.: -588.644924